# C3H6F2S

C3H6F2S in the gas phase at a distorted geometry (the ωB97M-V functional and the def2-TZVPD basis, OMol25).

Computed properties:
- LUMO energy: 0.71 eV
- HOMO-LUMO gap: 9.7 eV
- Calculated total energy: -715.80070 a.u.
- F_max: 3.7 eV/A
- Total charge: 0
- ΔE to the lowest compared entry with this formula, charge and spin: 55.9 kJ/mol
- Structure (SMILES): C[C@@H](S)C(F)F

Atoms and positions in Å:
C -0.6028 -0.5107 -1.0286
C 0.3946 0.1978 -0.1074
S -0.1591 1.8211 0.2005
C 0.4388 -0.4620 1.2248
F 1.0527 0.4194 2.1144
F -0.8857 -0.5586 1.5359
H -0.2511 -1.5250 -1.2296
H -0.7561 -0.0357 -2.0191
H -1.5712 -0.6228 -0.5776
H 1.3978 0.3216 -0.4881
H 0.0886 2.4086 -1.0793
H 0.8534 -1.4537 1.4542

Mulliken atomic charge list, values in e, 5 entries:
1 C -1.141
2 C 0.025
3 S -0.238
4 C 0.074
5 F -0.235